C7H32N14O9 | the ωB97M-V functional and the def2-TZVPD basis

Properties
2S+1 = 1
total charge = 0
total energy = -47075.4209 eV
SMILES string = NC(N)=O.NC(N)=O.NC(N)=O.NC(N)=O.NC(N)=O.NC(N)=O.NC(N)=O.O.O
energy relative to the best compared isomer or geometry (same formula, charge and spin) = 0.000 eV
max |F| = 0.019 hartree/bohr

Last columns: bonded neighbours and bond lengths (Å).
Element x y z (Å)
1 N -2.35 -14.21 -9.57  C2 1.368, H5 1.013, H6 1.004
2 C -3.58 -14.13 -10.15  N1 1.368, N3 1.372, O4 1.221
3 N -4.14 -12.87 -10.08  C2 1.372, H7 1.003, H8 1.004
4 O -4.13 -15.09 -10.65  C2 1.221
5 H -1.77 -15.04 -9.70  N1 1.013
6 H -1.86 -13.40 -9.25  N1 1.004
7 H -4.97 -12.59 -10.56  N3 1.003
8 H -3.58 -12.12 -9.72  N3 1.004
9 N -1.61 -13.08 -5.10  C10 1.384, H13 1.004, H14 1.003
10 C -1.69 -12.29 -3.96  N9 1.384, N11 1.367, O12 1.218
11 N -1.97 -12.98 -2.81  C10 1.367, H15 1.004, H16 1.001
12 O -1.51 -11.09 -4.00  C10 1.218
13 H -1.19 -12.64 -5.89  N9 1.004
14 H -1.61 -14.08 -5.00  N9 1.003
15 H -1.99 -12.41 -1.98  N11 1.004
16 H -1.75 -13.96 -2.77  N11 1.001
17 N -8.53 -16.05 -3.65  C18 1.355, H21 1.003, H22 1.003
18 C -8.83 -16.45 -4.91  N17 1.355, N19 1.362, O20 1.239
19 N -9.27 -17.74 -5.03  C18 1.362, H23 1.004, H24 1.004
20 O -8.71 -15.70 -5.89  C18 1.239
21 H -8.55 -16.73 -2.91  N17 1.003
22 H -8.16 -15.13 -3.49  N17 1.003
23 H -9.39 -18.30 -4.20  N19 1.004
24 H -9.70 -18.05 -5.88  N19 1.004
25 N -4.15 -13.90 -6.93  C26 1.352, H29 1.003, H30 1.009
26 C -5.19 -14.52 -6.32  N25 1.352, N27 1.347, O28 1.252
27 N -6.20 -14.94 -7.11  C26 1.347, H31 1.014, H32 1.005
28 O -5.23 -14.70 -5.08  C26 1.252
29 H -4.08 -13.84 -7.93  N25 1.003
30 H -3.33 -13.69 -6.38  N25 1.009
31 H -6.96 -15.47 -6.69  N27 1.014
32 H -6.09 -14.74 -8.09  N27 1.005
33 N -8.05 -17.68 -8.06  C34 1.365, H37 1.013, H38 1.001
34 C -8.59 -17.71 -9.32  N33 1.365, N35 1.371, O36 1.224
35 N -7.99 -18.60 -10.18  C34 1.371, H39 1.004, H40 1.004
36 O -9.47 -16.94 -9.67  C34 1.224
37 H -8.43 -16.96 -7.46  N33 1.013
38 H -7.34 -18.31 -7.74  N33 1.001
39 H -8.38 -18.73 -11.09  N35 1.004
40 H -7.48 -19.38 -9.82  N35 1.004
41 N -1.02 -18.44 -7.44  C42 1.376, H45 1.005, H46 1.002
42 C -1.46 -17.32 -8.09  N41 1.376, N43 1.365, O44 1.227
43 N -2.82 -17.24 -8.19  C42 1.365, H47 1.006, H48 1.001
44 O -0.71 -16.48 -8.59  C42 1.227
45 H -0.03 -18.44 -7.23  N41 1.005
46 H -1.62 -19.00 -6.87  N41 1.002
47 H -3.19 -16.45 -8.69  N43 1.006
48 H -3.43 -17.96 -7.87  N43 1.001
49 N -3.77 -17.03 -4.45  C50 1.356, H53 1.020, H54 1.004
50 C -4.52 -18.15 -4.59  N49 1.356, N51 1.380, O52 1.225
51 N -5.86 -17.88 -4.75  C50 1.380, H55 1.006, H56 1.002
52 O -4.09 -19.30 -4.58  C50 1.225
53 H -4.16 -16.10 -4.59  N49 1.020
54 H -2.81 -17.17 -4.17  N49 1.004
55 H -6.19 -16.94 -4.84  N51 1.006
56 H -6.44 -18.67 -4.98  N51 1.002
57 O -8.41 -12.46 -7.10  H58 0.963, H59 0.962
58 H -8.49 -13.25 -7.66  O57 0.963
59 H -9.12 -12.56 -6.46  O57 0.962
60 O -6.17 -14.07 -2.53  H61 0.962, H62 0.975
61 H -6.73 -13.31 -2.68  O60 0.962
62 H -5.96 -14.41 -3.42  O60 0.975

C7H33NO10 | the ωB97M-V functional and the def2-TZVPD basis

Properties
2S+1 = 1
total charge = 0
total energy = -29758.3565 eV
SMILES string = C=C/C(N)=C/CCC.O.O.O.O.O.O.O.O.O.O
energy relative to the best compared isomer or geometry (same formula, charge and spin) = 2.182 eV
max |F| = 0.036 hartree/bohr

Last columns: bonded neighbours and bond lengths (Å).
Element x y z (Å)
1 C -2.47 -3.25 -0.28  C2 1.314, H9 1.084, H10 1.092
2 C -1.73 -2.97 -1.33  C1 1.314, C3 1.500, H11 1.088
3 C -1.21 -1.58 -1.57  C2 1.500, N4 1.391, C5 1.353
4 N -0.12 -1.12 -0.84  C3 1.391, H12 0.992, H13 1.003
5 C -1.64 -0.99 -2.71  C3 1.353, C6 1.498, H14 1.087
6 C -1.34 0.40 -3.17  C5 1.498, C7 1.533, H15 1.102, H16 1.100
7 C -1.46 1.47 -2.08  C6 1.533, C8 1.510, H17 1.089, H18 1.074
8 C -2.85 1.87 -1.65  C7 1.510, H19 1.074, H20 1.102, H21 1.104
9 H -2.94 -4.20 -0.08  C1 1.084
10 H -2.54 -2.57 0.57  C1 1.092
11 H -1.44 -3.71 -2.07  C2 1.088
12 H -0.09 -1.33 0.13  N4 0.992
13 H 0.34 -0.25 -1.04  N4 1.003
14 H -2.17 -1.67 -3.37  C5 1.087
15 H -1.90 0.66 -4.09  C6 1.102
16 H -0.32 0.49 -3.58  C6 1.100
17 H -0.84 1.11 -1.26  C7 1.089
18 H -0.84 2.32 -2.31  C7 1.074
19 H -2.82 2.71 -0.99  C8 1.074
20 H -3.49 1.05 -1.28  C8 1.102
21 H -3.42 2.36 -2.45  C8 1.104
22 O 2.19 2.39 -3.16  H23 0.968, H24 0.980
23 H 1.56 3.07 -2.88  O22 0.968
24 H 2.09 1.79 -2.40  O22 0.980
25 O -2.67 3.88 1.67  H26 0.964, H27 0.967
26 H -3.32 3.21 1.91  O25 0.964
27 H -1.83 3.50 1.95  O25 0.967
28 O 1.76 0.33 4.32  H29 0.957, H30 0.957
29 H 0.85 0.03 4.37  O28 0.957
30 H 2.25 0.44 5.13  O28 0.957
31 O 1.88 -2.92 -2.03  H32 0.966, H33 0.960
32 H 1.03 -3.23 -2.36  O31 0.966
33 H 1.79 -1.97 -1.93  O31 0.960
34 O -0.99 0.16 4.60  H35 0.968, H36 0.964
35 H -1.25 0.59 5.43  O34 0.968
36 H -0.95 0.96 4.08  O34 0.964
37 O 3.13 -1.92 0.95  H38 0.970, H39 0.962
38 H 2.42 -2.44 1.35  O37 0.970
39 H 3.34 -2.44 0.18  O37 0.962
40 O 2.12 0.64 -0.90  H41 0.993, H42 0.966
41 H 2.46 0.94 -0.02  O40 0.993
42 H 2.86 0.08 -1.18  O40 0.966
43 O -2.42 0.18 1.10  H44 0.968, H45 0.967
44 H -2.35 0.79 0.35  O43 0.968
45 H -2.33 -0.72 0.74  O43 0.967
46 O 3.31 1.52 1.33  H47 0.966, H48 0.970
47 H 2.78 1.07 2.00  O46 0.966
48 H 4.16 1.21 1.69  O46 0.970
49 O 4.11 -0.51 3.22  H50 0.955, H51 0.979
50 H 4.17 -1.19 2.55  O49 0.955
51 H 3.16 -0.27 3.35  O49 0.979

C7H34O13 | the ωB97M-V functional and the def2-TZVPD basis

Properties
2S+1 = 1
total charge = 0
total energy = -34427.5100 eV
energy relative to the best compared isomer or geometry (same formula, charge and spin) = 1.855 eV
max |F| = 0.049 hartree/bohr

Last columns: bonded neighbours and bond lengths (Å).
Element x y z (Å)
1 O 0.33 1.34 -3.85  C2 1.202
2 C 1.46 1.36 -3.44  O1 1.202, C3 1.541, H9 1.100
3 C 1.79 0.63 -2.12  C2 1.541, C4 1.535, H10 1.100, H11 1.094
4 C 0.76 -0.41 -1.67  C3 1.535, C5 1.508, H12 1.091, H13 1.088
5 C 0.17 -0.02 -0.34  C4 1.508, C6 1.328, H14 1.082
6 C 0.37 -0.77 0.74  C5 1.328, C7 1.451, H15 1.080
7 C -0.30 -0.59 2.02  C6 1.451, C8 1.334, H16 1.089
8 C -0.40 -1.41 3.07  C7 1.334, H17 1.079, H18 1.088
9 H 2.34 1.86 -3.87  C2 1.100
10 H 2.74 0.13 -2.37  C3 1.100
11 H 2.04 1.35 -1.33  C3 1.094
12 H -0.02 -0.36 -2.43  C4 1.091
13 H 1.09 -1.45 -1.62  C4 1.088
14 H -0.44 0.87 -0.41  C5 1.082
15 H 0.93 -1.69 0.66  C6 1.080
16 H -1.04 0.20 2.10  C7 1.089
17 H -1.13 -1.27 3.85  C8 1.079
18 H 0.34 -2.19 3.22  C8 1.088
19 H -3.74 2.11 -1.51  O21 0.964
20 H -2.61 2.50 -0.64  O21 0.966
21 O -3.39 1.92 -0.63  H19 0.964, H20 0.966
22 H -0.56 -3.97 -0.41  O24 0.974
23 H -0.30 -4.10 -1.89  O24 0.967
24 O 0.02 -4.44 -1.04  H22 0.974, H23 0.967
25 H 2.90 -2.25 1.58  O27 0.978
26 H 4.31 -1.72 1.66  O27 0.961
27 O 3.44 -1.59 2.05  H25 0.978, H26 0.961
28 H -2.05 -1.00 -2.40  O30 0.961
29 H -1.84 -2.13 -1.42  O30 0.963
30 O -2.09 -1.95 -2.33  H28 0.961, H29 0.963
31 H -1.34 3.45 -3.09  O33 0.961
32 H -1.14 3.97 -1.62  O33 0.975
33 O -1.73 3.46 -2.21  H31 0.961, H32 0.975
34 H 1.69 -3.93 -0.18  O36 0.972
35 H 1.57 -4.03 1.42  O36 0.959
36 O 1.91 -3.53 0.68  H34 0.972, H35 0.959
37 H -2.80 0.20 -0.31  O39 0.977
38 H -2.97 -0.04 1.24  O39 0.957
39 O -2.80 -0.47 0.40  H37 0.977, H38 0.957
40 H -1.87 3.45 2.23  O42 0.966
41 H -0.93 2.37 1.78  O42 0.967
42 O -1.08 2.98 2.52  H40 0.966, H41 0.967
43 H 3.35 0.22 3.02  O45 0.974
44 H 2.59 1.37 3.63  O45 0.967
45 O 3.40 1.19 3.12  H43 0.974, H44 0.967
46 H 2.26 2.30 1.95  O48 0.977
47 H 1.75 1.12 1.34  O48 0.966
48 O 1.54 2.06 1.34  H46 0.977, H47 0.966
49 H 0.53 2.87 -0.19  O51 0.959
50 H -0.28 3.69 0.90  O51 0.966
51 O -0.20 3.48 -0.04  H49 0.959, H50 0.966
52 H -2.25 -2.29 0.81  O54 0.976
53 H -3.02 -3.27 -0.03  O54 0.964
54 O -2.23 -3.22 0.52  H52 0.976, H53 0.964

Q: Look up the 2S+1 of the third one.
A: 1